Formula: C21H12N3PdS5
Source: the Open Molecules 2025 dataset
Level of theory: ωB97M-V with the def2-TZVPD basis set

Positions of all 42 atoms, in Å:
Pd -0.1164 -0.1318 -0.9415
S -1.3629 -0.2904 -2.9370
S -4.0767 -0.1180 -3.9325
S -5.3084 0.4722 -1.3462
S -2.7496 0.5008 0.0920
S -7.0072 0.1951 -3.7707
N 1.0206 -0.0285 0.6632
N 0.4172 1.8213 -1.1109
N -0.2478 -2.0817 -0.3871
C 1.2029 2.2143 -0.0580
C 2.4599 3.9200 1.1384
C 1.6556 3.5422 0.0392
C 2.3306 1.6474 1.9846
C 0.0861 2.6871 -2.0504
C 0.5030 4.0226 -2.0235
C -0.2562 -4.6267 0.6951
C 1.5400 1.2220 0.9248
C 1.8273 -2.7544 3.1219
C 1.1649 -3.8077 2.5562
C 1.8223 -1.4698 2.5478
C 0.4379 -2.3151 0.7775
C 1.1356 -1.2073 1.3694
C 1.2815 4.4447 -0.9806
C -2.9612 -0.0187 -2.6300
C 2.7760 2.9788 2.0779
C -5.5660 0.2359 -3.0576
C -3.5766 0.3084 -1.2914
C -0.8960 -3.0654 -0.9828
C 0.4509 -3.5975 1.3546
C -0.9251 -4.3669 -0.4698
H 3.3907 3.2483 2.9256
H 1.6238 5.4699 -0.9239
H 2.8101 4.9398 1.2164
H 2.3820 -2.8962 4.0392
H 2.6343 0.9806 2.7686
H -1.4119 -2.8287 -1.9031
H -0.5297 2.3221 -2.8614
H -0.2544 -5.6207 1.1233
H 1.1779 -4.7922 3.0025
H 0.2055 4.6870 -2.8208
H -1.4682 -5.1339 -1.0008
H 2.3777 -0.7091 3.0619

The value obtained for the HOMO energy is -9.87 eV. The total charge is +1. The calculation puts the HOMO-LUMO gap at 4.09 eV.

Results of the Mulliken charge analysis, in e, for atoms 1 through 2:
1. Pd 0.760
2. S -0.114

Formula: C35H40F3Ge2I2PdSb
Source: the Open Molecules 2025 dataset
Level of theory: ωB97M-V with the def2-TZVPD basis set

Positions of all 84 atoms, in Å:
I -1.5665 -0.9997 3.2397
I -2.4039 -2.8014 0.3741
Sb 1.2721 -2.0589 0.4726
Pd -0.8112 -0.4155 0.5380
Ge 0.2841 1.7405 1.0283
Ge -2.3226 1.2084 -0.6556
F 7.1101 -0.1867 1.0658
F 1.4570 -4.8002 -5.0487
F 0.6108 -6.8529 4.2998
C 2.3611 -3.7949 -1.7253
C 1.0426 -4.5758 4.0301
C 0.7455 -5.8138 3.4837
C 0.5770 -6.0084 2.1250
C -2.2971 4.1395 -1.4542
C 5.2576 -0.5533 -0.3056
C 2.5604 3.1049 -0.0790
C -2.5457 -2.7243 2.4899
C 1.0144 -3.6600 1.7981
C 1.2990 -2.9378 -1.4254
C -2.2219 6.3882 -2.3378
C -3.5196 3.9593 -2.0946
C 5.8534 -0.5984 0.9443
C -2.9294 0.8045 -3.5127
C 2.0690 1.6812 0.2141
C 1.1728 -3.4947 3.1750
C -3.8617 0.9595 0.5365
C 0.7137 -4.9191 1.2787
C -0.6717 3.2073 0.1977
C 0.3289 1.8709 2.9801
C 2.4156 -4.4345 -2.9520
C 3.8822 -1.4799 1.9405
C 0.3049 -2.7110 -2.3736
C -1.6486 5.3701 -1.5977
C -5.1058 1.7355 0.0868
C 5.1941 -1.0578 2.0715
C 1.4069 -4.1926 -3.8693
C 3.9453 -0.9739 -0.4240
C -3.4528 6.1961 -2.9544
C 3.2561 -1.4443 0.6947
C -2.2152 0.1539 -2.3191
C -1.6874 3.0432 -0.6589
C -4.1008 4.9768 -2.8364
C 0.3514 -3.3375 -3.6081
C 1.0831 3.1351 3.4162
H -1.1561 0.0153 -2.5562
H 3.3674 -1.8518 2.8169
H -0.7018 1.9022 3.3426
H -0.2612 4.2000 0.3727
H -3.9951 0.9388 -3.3279
H -2.0711 -3.6095 2.8986
H -2.5006 1.7731 -3.7617
H 1.1679 -4.4792 5.0997
H -1.7048 7.3319 -2.4421
H 2.1368 3.0853 3.1420
H -4.0442 3.0127 -2.0140
H 0.5791 -5.0642 0.2135
H 3.5660 3.0711 -0.5001
H -0.6773 5.5323 -1.1509
H -2.6376 -0.8318 -2.1126
H -5.4454 1.4338 -0.9048
H 1.3951 -2.5235 3.6005
H 0.6583 4.0360 2.9715
H 2.0339 1.1068 -0.7140
H 2.6037 3.7253 0.8158
H 5.8235 -0.1961 -1.1546
H 1.9198 3.6062 -0.8039
H -2.8273 0.1591 -4.3857
H 3.4718 -0.9392 -1.3981
H 5.7117 -1.0848 3.0201
H 1.0346 3.2557 4.4983
H -4.0739 -0.1089 0.6042
H -0.4035 -3.1742 -4.3646
H -3.5951 -2.6588 2.7519
H 0.8140 0.9884 3.4067
H -5.0553 4.8161 -3.3182
H 3.2210 -5.1092 -3.2069
H 2.7398 1.1503 0.8909
H -0.5069 -2.0225 -2.1726
H -3.5390 1.2956 1.5248
H -5.9224 1.5387 0.7820
H -4.9321 2.8111 0.0784
H 0.3464 -6.9957 1.7494
H 3.1511 -3.9773 -1.0067
H -3.8985 6.9932 -3.5337

The value obtained for the HOMO energy (spin up / spin down) is -13.25 / -13.25 eV. The total charge is +2. For the energy above the lowest of the compared OMol25 structures with the same formula, charge and spin, the calculation gives 3.05 kcal/mol. As for the expectation value of S²: 2.01. As for the multiplicity: 3. The calculation puts the HOMO-LUMO gap (spin up / spin down) at 7.11 / 4.51 eV.

Results of the Mulliken charge analysis, in e, for atoms 1 through 2:
1. I 0.195
2. I 0.207

Formula: C37H70BClO12
Source: the Open Molecules 2025 dataset
Level of theory: ωB97M-V with the def2-TZVPD basis set

Positions of all 121 atoms, in Å:
Cl -1.3301 3.5687 -2.7851
O 0.6805 -1.7247 -3.3162
O 0.2291 -3.4261 4.5211
O 2.1834 -3.1211 3.4689
O 0.6242 0.8220 0.5893
O -4.6150 6.8151 -0.5236
O -2.0039 -6.0010 1.9990
O 1.1995 2.2293 5.1392
O -1.9248 2.3128 6.9147
O 3.0868 3.6437 -5.1088
O 1.0702 2.5532 2.8035
O 1.0909 -1.1687 1.3247
O 2.0882 -5.3651 -7.7838
C -1.5972 2.5474 9.2556
C -0.6647 1.4011 0.3729
C 1.5033 -2.9965 4.4153
C -0.7050 0.0500 2.4779
C 2.6346 -6.3715 -5.7114
C -2.2875 -7.8110 0.4967
C -5.2757 5.5644 -2.4229
C -0.6030 -3.1726 3.3782
C 5.3629 4.0311 -4.5861
C -3.0116 -6.7466 1.3061
C -0.6466 2.7689 -0.2201
C -0.7523 -6.6956 1.9026
C -2.6939 3.4392 7.3644
C -1.4117 1.2160 1.6996
C 2.6503 -4.8584 -5.5417
C -5.3767 7.0478 -2.7529
C 2.0582 -2.3584 5.6786
C 0.4301 -0.2142 1.4548
C 2.7546 -4.3847 -6.9833
C -1.8114 -1.0440 2.5148
C -5.3870 7.6749 -1.3664
C 1.5484 -1.5125 -2.1928
C -0.2054 2.6839 -1.7026
C 1.8321 -6.5305 -6.9942
C -1.6719 -2.0849 3.6351
C -1.3904 1.6309 8.0617
C 3.9719 3.8375 -4.0027
C -4.3661 5.5801 -1.2048
C -1.0649 -8.0820 1.3621
C 2.6264 -0.6250 -4.0994
C 2.9400 -1.2806 -2.7594
C -0.1915 0.4838 3.8506
C -2.8709 3.2819 8.8644
C 3.7635 3.9789 -6.3243
C 1.3653 -1.3649 -4.5190
C 5.0486 4.6885 -5.9239
C 1.2686 3.0683 -1.9116
B 0.7251 1.7940 3.8800
H 3.7995 -4.3323 -7.3089
H -2.4215 1.0065 1.3501
H -1.6220 3.2450 -0.1534
H 3.6530 -6.7404 -5.8574
H 1.7069 -4.5238 -5.1032
H -4.5541 4.7462 -0.5264
H -1.9409 0.6924 8.1841
H -3.5994 -6.0707 0.6837
H 0.3579 -0.3591 4.2788
H -2.6286 -2.6083 3.6773
H -0.7671 3.2534 9.3353
H -6.2606 5.1754 -2.1519
H 3.9739 3.0499 -6.8651
H 1.1917 -0.6324 -1.6473
H 3.4308 -0.7082 -4.8300
H 1.7848 3.2850 -0.9804
H -2.9004 -8.6923 0.3118
H -2.1338 4.3485 7.1247
H 3.9103 2.9793 -3.3325
H 2.2153 -1.2905 5.5647
H -1.1254 -4.1105 3.1560
H -0.2887 1.6336 -1.9612
H -0.2301 -8.5229 0.8192
H -1.6746 2.0059 10.1972
H -6.4037 7.7273 -0.9615
H 0.0572 3.3743 0.3486
H 0.4881 1.9903 5.7504
H -1.5096 2.1569 2.2458
H -0.2765 -6.7227 2.8837
H -3.7405 2.6548 9.0753
H -0.3382 1.3954 7.8878
H -1.1213 0.6586 -0.2958
H 1.3409 3.9079 -2.5983
H 3.4436 -2.2376 -2.9215
H -1.8368 -1.5828 1.5657
H 2.1114 -7.4204 -7.5598
H 1.9905 2.8392 2.9098
H -2.7690 -0.5603 2.6713
H 5.8406 4.5819 -6.6639
H 6.0131 4.6252 -3.9452
H -1.9773 -7.4023 -0.4681
H 1.7882 2.2227 -2.3578
H -0.1053 -6.1375 1.2181
H 2.1979 -6.9047 -4.8681
H -6.2543 7.3089 -3.3431
H -0.0600 -2.9059 2.4720
H -1.0632 0.6000 4.5023
H 0.7573 -6.5728 -6.7877
H -3.0054 4.2331 9.3768
H 3.4645 -4.4947 -4.9153
H -3.3119 5.5592 -1.4980
H 1.6077 -2.2848 -5.0604
H -4.9570 8.6773 -1.3531
H 4.8587 5.7548 -5.7789
H 0.7095 -0.7571 -5.1442
H 1.5009 -2.3736 -1.5266
H -4.4884 7.3678 -3.3029
H 3.1132 4.5994 -6.9420
H 2.2928 -3.4091 -7.1432
H -1.5284 -1.6590 4.6273
H 3.0312 -2.8193 5.8344
H -1.3313 -8.7534 2.1822
H 2.4073 0.4366 -3.9537
H 1.4608 -2.6178 6.5495
H 5.8394 3.0614 -4.7504
H -3.6743 -7.1979 2.0524
H 3.5662 -0.6728 -2.1075
H 3.6429 4.7294 -3.4578
H -3.6432 3.4646 6.8288
H -4.8824 4.9573 -3.2372

The value obtained for the HOMO energy is -9.15 eV. As for the SMILES: CC(=O)OCCC[C@]1(CB(O)O)C[C@@H](C[C@H](C)Cl)OC1=O.C1CCOC1.C1CCOC1.C1CCOC1.C1CCOC1.C1CCOC1.C1CCOC1. The total charge is 0. The calculation puts the HOMO-LUMO gap at 9.64 eV.

Results of the Mulliken charge analysis, in e, for atoms 1 through 2:
1. Cl -0.227
2. O -0.494

Formula: C4H12N2
Source: the Open Molecules 2025 dataset
Level of theory: ωB97M-V with the def2-TZVPD basis set

Positions of all 18 atoms, in Å:
N -1.3988 2.1774 0.3211
N 0.9687 -1.8435 -1.2676
C 0.5508 -1.0774 -0.0585
C -0.2213 1.2148 0.4220
C -0.6051 -0.1495 -0.3025
C 1.2167 -1.2228 1.1450
H -2.0294 1.9078 -0.4389
H 2.1154 -1.8324 1.1337
H 0.5855 1.7511 -0.1022
H 1.7250 -2.4975 -1.0477
H -1.1066 3.1553 0.0687
H 1.2575 -1.1657 -1.9659
H -2.0076 2.1958 1.1376
H 0.1101 0.9917 1.4988
H 0.1492 -2.3321 -1.6134
H -1.4991 -0.5260 0.2646
H 1.0384 -0.8668 2.1243
H -0.8496 0.1200 -1.3189

The value obtained for the HOMO energy (spin up / spin down) is -7.22 / -11.60 eV. The total charge is +1. For the energy above the lowest of the compared OMol25 structures with the same formula, charge and spin, the calculation gives 56.26 kcal/mol. As for the expectation value of S²: 0.75. As for the multiplicity: 2. The calculation puts the HOMO-LUMO gap (spin up / spin down) at 3.76 / 8.05 eV.

Results of the Mulliken charge analysis, in e, for atoms 1 through 2:
1. N -0.331
2. N -0.226